No. 1
Computed, not measured: the molecule C6H9N, with ωB97M-V with the def2-TZVPD basis set.

Each line ends with the Mulliken charge.
Geometry (Å):
C  -1.1947  1.4868  -0.2789  -1.21
C  -0.0106  0.5942  -0.0972  -0.13
C  0.1228  -0.7183  0.1635  0.91
C  -0.9790  -1.7238  0.2852  -1.22
C  1.5449  -1.0436  0.3165  -0.39
C  2.4073  0.0050  0.2388  -0.87
N  1.3571  1.1132  -0.1841  0.00
H  -2.1149  0.9090  -0.1483  0.30
H  -1.2354  1.9453  -1.2752  0.28
H  -1.2217  2.3007  0.4590  0.30
H  -0.9013  -2.4689  -0.5148  0.28
H  -1.9727  -1.2689  0.2285  0.30
H  -0.9011  -2.2630  1.2355  0.30
H  1.8869  -2.0599  0.4872  0.40
H  1.6919  1.1636  -1.1504  0.38
H  1.5203  2.0287  0.2346  0.35

Cartesian forces, eV/Å:
0.0 0.0 0.0
0.1 -0.3 0.0
-0.1 0.2 0.0
0.0 0.0 0.0
0.3 0.0 0.1
-0.5 -0.3 -0.1
0.1 0.2 0.0
0.2 0.1 0.0
0.0 -0.1 0.1
0.1 -0.1 -0.1
0.0 0.1 0.1
0.2 -0.1 0.0
0.0 0.1 -0.1
-0.1 0.1 0.1
-0.2 0.2 -0.1
0.0 -0.2 0.1

Calculated values
* charge: 0
* relative energy (zero: lowest compared OMol25 entry of this formula, charge and spin): 322.7 kJ/mol
* HOMO-LUMO gap: 8.649 eV
* LUMO energy: 0.70 eV

No. 2
Computed, not measured: a structure of composition C31H32As2N3O3Pd, with ωB97M-V with the def2-TZVPD basis set.

Each line ends with the Mulliken spin population.
Geometry (Å):
Pd  0.9367  0.5558  0.4640  1.15
C  -2.5168  -0.6454  0.1160  0.01
C  -2.4138  0.6964  -0.5947  -0.01
As  -0.6879  1.0502  -1.4140  0.18
C  -0.5805  0.3442  -3.2065  0.02
C  -0.6510  1.2145  -4.2934  0.01
C  -0.5618  0.7192  -5.5849  0.00
C  -0.4101  -0.6437  -5.8003  0.01
C  -0.3393  -1.5103  -4.7196  0.00
C  -0.4185  -1.0195  -3.4259  -0.02
C  -0.6531  2.9609  -1.6242  0.00
C  -1.8006  3.7402  -1.5418  0.00
C  -1.7073  5.1221  -1.6525  0.00
C  -0.4722  5.7220  -1.8475  0.01
C  0.6736  4.9425  -1.9353  0.01
C  0.5859  3.5643  -1.8207  0.02
As  -0.8067  -1.2341  0.9178  0.26
C  -0.3188  -2.7008  -0.2504  0.03
C  -1.2534  -3.6626  -0.6266  0.00
C  -0.8833  -4.7056  -1.4620  0.00
C  0.4258  -4.7998  -1.9194  0.00
C  1.3644  -3.8559  -1.5296  0.00
C  0.9944  -2.8109  -0.6933  0.01
C  -1.2863  -2.1211  2.5656  0.02
C  -2.2027  -1.5216  3.4253  0.01
C  -2.5402  -2.1361  4.6209  -0.01
C  -1.9505  -3.3448  4.9666  0.02
C  -1.0241  -3.9329  4.1175  -0.01
C  -0.6875  -3.3242  2.9181  0.02
H  -2.8035  -1.4548  -0.5533  0.00
H  -3.2723  -0.5950  0.8990  0.00
H  -2.4416  1.4977  0.1454  0.00
H  -3.2397  0.8233  -1.2936  0.01
H  -0.7737  2.2795  -4.1421  0.00
H  -0.6135  1.4011  -6.4234  0.00
H  -0.3430  -1.0282  -6.8095  0.00
H  -0.2128  -2.5730  -4.8809  0.00
H  -0.3342  -1.7077  -2.5953  0.01
H  -2.7746  3.2869  -1.4061  0.00
H  -2.6022  5.7279  -1.5954  0.00
H  -0.4022  6.7982  -1.9347  0.00
H  1.6382  5.4076  -2.0901  0.00
H  1.4858  2.9613  -1.8798  0.00
H  -2.2755  -3.6265  -0.2684  0.00
H  -1.6183  -5.4454  -1.7510  0.00
H  0.7117  -5.6123  -2.5748  0.00
H  2.3859  -3.9212  -1.8803  0.00
H  1.7345  -2.0663  -0.4268  -0.01
H  -2.6594  -0.5706  3.1738  0.01
H  -3.2593  -1.6704  5.2816  0.00
H  -2.2115  -3.8276  5.8990  0.00
H  -0.5601  -4.8728  4.3864  0.00
H  0.0305  -3.7996  2.2604  0.00
N  -1.3939  3.0956  3.2267  0.01
C  -0.3899  2.2826  2.8189  -0.01
N  0.5303  1.9243  3.7152  0.00
O  -0.4021  1.8917  1.6242  0.13
H  -1.3915  3.5460  4.1234  0.00
H  -2.0255  3.4273  2.5211  0.00
H  0.5071  2.3265  4.6365  0.00
H  1.4066  1.4595  3.4697  -0.01
O  3.0207  0.1020  -0.6720  0.07
C  3.5871  0.3401  0.4054  0.01
C  5.0678  0.3648  0.6956  0.01
C  5.1101  0.6675  2.1958  0.00
C  3.6463  0.8236  2.5901  0.00
O  3.2260  1.0965  3.6997  0.00
N  2.8490  0.6120  1.4993  0.04
H  5.5458  1.1213  0.0737  0.00
H  5.5073  -0.5953  0.4268  0.00
H  5.6500  1.5769  2.4545  0.00
H  5.5454  -0.1381  2.7862  0.00

Cartesian forces, eV/Å:
-0.4 0.0 0.0
0.2 -0.1 0.2
-0.2 0.1 0.0
0.6 0.0 0.2
-0.2 0.2 -0.1
0.0 0.0 0.1
0.0 -0.1 0.0
0.0 0.0 0.0
0.0 0.0 0.0
0.0 -0.1 0.1
-0.1 0.0 0.0
0.0 0.1 0.0
0.0 0.0 0.0
0.0 0.0 0.0
0.0 0.0 0.0
0.0 0.0 0.0
0.2 -0.2 -0.4
0.0 -0.1 0.2
-0.1 -0.1 0.0
0.0 0.0 0.0
0.0 0.0 0.0
0.0 0.0 0.0
0.0 0.1 0.0
-0.1 0.2 0.0
0.0 0.1 0.0
0.0 0.0 0.0
0.0 0.0 0.0
0.0 0.0 0.0
0.1 -0.1 -0.1
0.0 0.1 -0.1
0.0 0.0 0.1
-0.1 0.0 0.0
0.0 0.1 -0.1
0.0 0.0 0.0
0.0 0.0 0.0
0.0 0.0 0.0
0.0 0.0 0.0
0.0 0.0 0.0
0.0 0.0 0.0
0.0 0.0 0.0
0.0 0.0 0.0
0.0 0.0 0.0
0.0 0.0 0.0
0.0 0.1 0.0
0.0 0.0 0.0
0.0 0.0 0.0
0.0 0.0 0.0
0.0 0.1 0.0
0.0 0.0 0.0
0.0 0.0 0.0
0.0 0.0 0.0
0.0 0.0 0.0
0.0 0.0 0.0
-0.1 -0.1 0.0
0.1 0.0 -0.1
-0.1 0.0 0.0
0.0 0.0 0.1
0.0 0.0 0.0
0.0 0.0 0.0
0.0 0.0 0.0
0.0 0.0 0.0
0.0 -0.1 -0.1
0.0 -0.1 0.2
0.0 0.0 0.0
0.0 0.0 0.1
0.0 0.1 0.1
0.1 0.0 -0.1
-0.1 0.0 -0.2
0.0 0.0 0.0
0.0 0.0 0.0
0.0 0.0 0.0
0.0 0.0 0.0

Calculated values
* charge: +1
* relative energy (zero: lowest compared OMol25 entry of this formula, charge and spin): 0.0 kJ/mol
* HOMO-LUMO gap (alpha / beta): 8.502 / 7.279 eV
* 2S+1: 3
* LUMO energy (alpha / beta): -1.81 / -4.34 eV

No. 3
Computed, not measured: the molecule C6H15N, with ωB97M-V with the def2-TZVPD basis set.

Each line ends with the Mulliken charge.
Geometry (Å):
C  -0.0552  2.5423  -1.6599  -1.26
C  -0.7510  2.0440  -0.4190  -0.33
C  -1.0960  0.5567  -0.4198  -0.86
C  -0.5923  -0.2750  0.7800  -0.67
C  0.2361  -1.5168  0.3785  0.19
C  0.4947  -2.3204  1.6620  -1.42
N  1.5135  -1.1600  -0.2364  -0.60
H  0.7999  1.9122  -1.9186  0.29
H  -0.6741  2.5609  -2.5707  0.30
H  0.2447  3.5861  -1.6406  0.37
H  -0.1570  2.2980  0.4640  0.31
H  -1.6903  2.5857  -0.2703  0.28
H  -2.1357  0.3247  -0.5284  0.46
H  -0.6850  0.0955  -1.3174  0.44
H  -0.0161  0.3304  1.4711  0.33
H  -1.4256  -0.6346  1.3653  0.34
H  -0.2793  -2.1543  -0.3380  0.27
H  -0.4479  -2.3945  2.1919  0.38
H  1.2674  -1.8544  2.2647  0.36
H  0.7069  -3.3635  1.4330  0.35
H  1.3682  -0.4669  -0.9583  0.22
H  2.2239  -0.8405  0.4011  0.25

Cartesian forces, eV/Å:
-0.1 0.1 -1.3
-0.9 0.4 0.5
1.0 -0.9 0.0
-0.2 -0.4 -0.6
0.8 0.7 1.2
-0.7 -0.5 -0.9
-0.2 -0.4 -0.7
0.2 0.2 0.1
-0.3 -0.5 0.3
0.4 0.1 0.6
0.1 -0.2 -0.1
0.1 0.2 -0.1
-0.8 0.4 0.0
0.3 0.0 -0.2
0.4 0.2 0.1
-0.5 0.0 0.2
-0.4 0.1 0.0
-0.1 0.3 0.5
0.0 -0.1 0.2
0.6 0.0 0.0
0.2 0.1 0.0
-0.1 0.2 0.3

Calculated values
* charge: 0
* SMILES: CCCC[C@H](C)N
* relative energy (zero: lowest compared OMol25 entry of this formula, charge and spin): 61.2 kJ/mol
* HOMO-LUMO gap: 10.159 eV
* LUMO energy: 1.18 eV

No. 4
Computed, not measured: a structure of composition C18H55CrHgO14S, with ωB97M-V with the def2-TZVPD basis set.

Each line ends with the Mulliken spin population.
Geometry (Å):
Hg  -22.2627  16.3161  -3.6112  0.97
Cr  -18.9954  11.8256  -4.3066  4.07
S  -20.5733  14.0194  -4.1158  0.32
O  -20.7004  12.9324  -5.0668  -0.05
O  -19.3018  13.7455  -3.4194  -0.15
O  -20.6056  15.3435  -4.7260  -0.17
O  -21.6687  14.1152  -3.1508  0.00
O  -20.2619  10.7393  -3.0299  -0.05
H  -20.7986  11.3691  -2.5104  0.00
C  -16.9771  16.3565  0.0154  0.00
C  -17.3722  15.1417  -0.8220  0.00
O  -18.5070  15.3846  -1.5738  0.00
H  -16.1156  16.1832  0.6602  0.00
H  -17.7450  16.6717  0.7218  0.00
H  -16.7669  17.2682  -0.5437  0.00
H  -17.5438  14.3194  -0.1272  0.00
H  -16.6455  14.8554  -1.5823  0.00
H  -18.6751  14.6519  -2.1708  0.02
C  -25.4595  14.5567  -2.4980  0.00
C  -24.4674  15.0588  -1.5142  0.02
O  -23.9746  16.3189  -1.9493  -0.09
H  -24.9762  14.2763  -3.4339  0.00
H  -26.1092  15.3892  -2.7679  0.00
H  -26.0574  13.7230  -2.1299  0.00
H  -23.6242  14.3738  -1.4260  0.00
H  -24.8570  15.0598  -0.4962  0.00
H  -24.4091  17.0370  -1.4832  0.00
C  -24.3246  12.2111  -7.8890  0.00
C  -23.1467  12.0862  -6.9529  0.00
O  -22.6812  13.3231  -6.6844  0.00
H  -24.6172  11.2013  -8.1767  0.00
H  -24.1221  12.7316  -8.8251  0.00
H  -25.1745  12.6741  -7.3876  0.00
H  -22.3503  11.4732  -7.3749  0.00
H  -23.3434  11.5235  -6.0403  0.00
H  -21.9039  13.1569  -6.1462  0.01
C  -18.2550  14.6452  -7.2720  -0.01
C  -17.8599  13.1842  -7.0591  0.01
O  -17.6245  12.9914  -5.6915  0.02
H  -17.5448  15.3393  -6.8226  0.00
H  -19.2591  14.8742  -6.9151  0.00
H  -18.1870  14.8667  -8.3371  0.00
H  -17.0113  12.9821  -7.7126  0.00
H  -18.7110  12.5520  -7.3123  0.00
H  -16.8280  13.4892  -5.4930  0.00
C  -17.1127  16.3795  -4.1523  0.00
C  -18.1601  17.5044  -4.2172  0.02
O  -18.9774  17.3006  -5.3500  0.00
H  -16.5529  16.4834  -3.2229  0.00
H  -16.4270  16.4349  -4.9978  0.00
H  -17.4731  15.3509  -4.1387  0.00
H  -17.6785  18.4803  -4.2797  0.00
H  -18.7087  17.5334  -3.2758  0.01
H  -19.5367  16.5382  -5.1837  -0.02
C  -25.5267  16.5482  -5.6895  0.02
C  -24.1684  16.4039  -6.2267  0.02
O  -23.5354  15.5007  -5.2764  -0.03
H  -25.5464  16.9519  -4.6772  0.01
H  -26.2007  15.6941  -5.6240  0.00
H  -26.0953  17.2643  -6.2828  0.00
H  -23.6856  17.3682  -6.3854  -0.02
H  -24.2694  15.9316  -7.2039  0.00
H  -23.2768  14.7341  -5.7932  -0.01
C  -20.2139  11.6215  0.5249  0.00
C  -20.3946  12.8431  -0.3766  0.00
O  -21.7180  12.8744  -0.8675  0.00
H  -21.0040  11.5956  1.2754  0.00
H  -19.2177  11.6600  0.9658  0.00
H  -20.2876  10.7574  -0.1354  0.00
H  -19.7742  12.7099  -1.2629  0.01
H  -20.1680  13.8460  -0.0149  0.00
H  -21.7458  13.4249  -1.6534  0.00
C  -21.0251  17.1650  0.5470  0.01
C  -21.0689  17.6290  -0.8691  0.04
O  -20.9179  16.5500  -1.7619  -0.09
H  -21.6772  16.3205  0.7698  0.00
H  -21.2761  18.0374  1.1504  0.00
H  -20.0520  16.8574  0.9301  0.00
H  -20.2980  18.3770  -1.0543  -0.01
H  -22.0003  18.1658  -1.0492  0.04
H  -20.0450  16.2128  -1.5476  0.03
C  -23.6565  11.1876  -2.9917  0.00
C  -23.3390  10.0251  -2.1051  0.00
O  -22.9548  8.9756  -2.9776  0.00
H  -22.8137  11.3327  -3.6676  0.00
H  -23.6497  12.1250  -2.4356  0.00
H  -24.6235  11.0961  -3.4864  0.00
H  -24.1780  9.7646  -1.4599  0.00
H  -22.4468  10.2848  -1.5355  0.00
H  -23.7111  8.7014  -3.5014  0.00

Cartesian forces, eV/Å:
-1.2 3.6 0.1
-1.5 -1.1 1.6
-1.0 2.3 1.7
0.1 -1.5 -1.5
1.2 -0.6 0.2
2.1 -0.8 -2.1
-0.3 -1.9 0.2
1.9 1.7 -1.5
0.3 -0.4 -0.3
0.1 0.5 0.1
0.7 0.2 0.5
-1.2 1.3 0.4
0.2 -0.3 -0.2
-0.4 -0.4 -0.1
0.1 -0.2 -0.5
0.1 -0.3 0.0
0.9 -0.1 0.6
-0.2 -0.3 -0.4
-0.7 0.0 -0.8
0.5 -0.9 0.7
-0.4 0.1 1.0
0.1 -0.2 0.0
-0.4 -0.1 0.1
0.1 0.0 0.0
0.2 0.1 -0.2
-0.2 0.5 0.1
-0.1 0.1 0.0
-0.4 -1.1 0.1
-0.7 -2.0 -0.9
0.6 2.4 0.3
-0.3 -0.1 0.0
0.3 0.2 0.2
0.0 0.1 0.0
0.2 -0.1 -0.7
-0.8 0.0 0.3
0.6 0.5 0.4
0.1 -0.1 -0.7
-1.4 1.5 -1.3
0.5 -1.3 1.2
0.0 -0.1 0.3
0.1 0.0 0.1
-0.3 0.0 -0.1
0.2 -0.5 0.4
0.2 -0.2 -0.2
0.0 0.1 0.6
0.6 0.4 0.4
0.2 -1.2 -0.2
0.4 1.2 -0.2
0.3 0.1 0.0
0.1 0.3 0.0
-0.7 0.2 0.0
0.1 0.0 -0.4
-0.4 -0.2 0.0
-0.2 -0.2 0.1
-2.4 1.6 0.5
-0.5 -1.4 0.2
-0.6 0.5 -1.8
0.4 0.1 0.1
0.6 -0.6 -0.3
-0.1 0.3 -0.2
0.4 -0.2 0.5
0.5 -0.2 -0.1
0.4 -0.9 -0.3
-0.1 1.0 -0.5
-0.1 -0.1 -0.9
-0.8 -0.8 0.9
0.2 -0.1 0.1
-0.1 -0.2 0.2
0.0 -0.2 0.2
0.6 -0.1 0.1
0.3 -0.1 0.8
0.1 0.2 -0.4
0.2 0.2 1.2
0.0 0.4 -0.1
0.0 0.5 0.9
-0.4 0.2 -0.2
-0.3 -0.1 0.4
0.3 0.0 -0.5
0.3 0.1 0.0
-0.2 -0.4 -0.3
0.9 -0.8 -0.2
0.1 1.4 0.4
0.4 0.3 -0.9
0.1 -1.1 0.3
-0.2 -0.3 -0.4
-0.4 0.1 0.3
0.1 -0.1 -0.3
0.1 -0.2 0.2
-0.2 -0.3 0.3
-0.1 0.1 0.0

Calculated values
* charge: 0
* HOMO-LUMO gap (alpha / beta): 4.770 / 8.335 eV
* 2S+1: 6
* LUMO energy (alpha / beta): -0.84 / -0.85 eV